[1]
{
  "formula": "C3H6FNOS",
  "method": "ωB97M-V with the def2-TZVPD basis set",
  "species": ["S", "F", "O", "N", "C", "C", "C", "H", "H", "H", "H", "H", "H"],
  "xyz": [[-0.059, -2.765, 0.318], [-1.431, 0.052, -0.403], [1.273, 0.625, 1.194], [0.255, -1.409, 1.243], [0.665, -0.176, 0.562], [-0.090, 0.316, -0.722], [-0.024, 1.836, -0.893], [0.122, -0.382, -1.496], [-0.577, 2.160, -1.746], [-0.515, 2.249, 0.052], [-1.402, -3.299, 0.944], [0.876, -1.634, 2.089], [0.909, 2.428, -1.142]],
  "mulliken_charge": [-0.192, -0.276, -0.518, -0.226, 0.341, 0.240, -1.148, 0.388, 0.351, 0.264, 0.151, 0.322, 0.303],
  "e_above_lowest_kj_mol": 178.04,
  "smiles": "C[C@H](F)C(=O)NS",
  "e_tot_ev": -20297.0120,
  "largest_force_ev_per_a": 3.48,
  "homo_ev": -9.4089,
  "orbital_gap_ha": 0.3651,
  "e_lumo_ev": 0.526
}

***

[2]
{
  "formula": "C3H7ClN5O",
  "method": "ωB97M-V with the def2-TZVPD basis set",
  "species": ["Cl", "O", "N", "N", "N", "N", "N", "C", "C", "C", "H", "H", "H", "H", "H", "H", "H"],
  "xyz": [[-3.892, -0.613, 0.211], [1.810, -0.906, 1.327], [-1.863, 0.963, 0.372], [0.673, 0.123, -1.002], [0.626, -1.402, 0.782], [-0.938, 1.660, 0.772], [-0.561, 2.737, 0.221], [0.107, -0.765, -0.304], [-1.319, -1.145, -0.637], [-2.259, -0.181, 0.019], [-1.561, -2.164, -0.331], [-0.855, 3.038, -0.710], [1.628, 0.328, -0.726], [-1.453, -1.077, -1.722], [0.050, -1.888, 1.457], [0.118, 3.288, 0.736], [2.509, -1.569, 1.201]],
  "mulliken_charge": [-0.047, -0.437, 0.134, -0.623, -0.178, -0.062, -0.180, 0.383, -0.663, 0.504, 0.412, 0.263, 0.288, 0.297, 0.262, 0.286, 0.362],
  "e_above_lowest_kj_mol": 0.00,
  "smiles": "[H]/N=C(/C/C(Cl)=N\\N=[NH2+])NO",
  "e_tot_ev": -25234.0646,
  "largest_force_ev_per_a": 1.63,
  "homo_ev": -13.1854,
  "orbital_gap_ha": 0.3053,
  "e_lumo_ev": -4.877,
  "charge": 1
}

***

[3]
{
  "formula": "C19H24N2O4S",
  "method": "ωB97M-V with the def2-TZVPD basis set",
  "species": ["S", "O", "O", "O", "O", "N", "N", "C", "C", "C", "C", "C", "C", "C", "C", "C", "C", "C", "C", "C", "C", "C", "C", "C", "C", "C", "H", "H", "H", "H", "H", "H", "H", "H", "H", "H", "H", "H", "H", "H", "H", "H", "H", "H", "H", "H", "H", "H", "H", "H"],
  "xyz": [[-0.791, -0.608, -1.713], [-0.863, -1.981, 3.186], [-1.415, -1.775, -2.268], [0.633, -0.640, -1.527], [5.422, -0.337, 2.943], [-1.469, -0.357, -0.219], [0.416, -2.121, 1.308], [5.804, -0.294, 4.294], [-0.741, 3.059, -3.382], [-0.374, 1.920, -2.688], [-0.742, -2.240, 2.004], [-1.222, 0.830, -2.680], [-2.336, 4.339, -4.835], [4.168, -0.787, 2.637], [1.974, -1.640, 3.142], [-1.933, -2.738, 1.193], [-0.961, 0.756, 0.538], [-2.789, 2.002, -4.044], [3.219, -1.202, 3.562], [-3.026, -1.661, 1.169], [-2.428, 0.860, -3.351], [1.653, -1.666, 1.791], [-2.850, -0.734, -0.039], [-1.953, 3.114, -4.065], [2.608, -1.251, 0.861], [3.845, -0.817, 1.279], [5.786, -1.290, 4.750], [-1.086, 0.564, 1.604], [3.431, -1.194, 4.620], [-0.082, 3.914, -3.396], [-2.313, -3.623, 1.706], [6.825, 0.085, 4.301], [1.246, -1.954, 3.871], [-1.897, 5.230, -4.393], [-1.973, 4.258, -5.859], [-3.489, 0.154, 0.056], [-3.059, -0.015, -3.338], [5.165, 0.381, 4.873], [2.360, -1.255, -0.189], [-1.649, -3.007, 0.176], [-4.013, -2.119, 1.105], [-3.729, 2.032, -4.576], [0.567, 1.855, -2.165], [4.588, -0.491, 0.568], [-3.417, 4.455, -4.870], [-1.468, 1.695, 0.280], [-3.132, -1.280, -0.941], [-2.977, -1.096, 2.102], [0.101, 0.842, 0.320], [0.365, -2.176, 0.299]],
  "mulliken_charge": [1.402, -0.663, -0.743, -0.644, -0.453, 0.693, -0.070, -0.842, -0.806, -0.473, 0.271, -0.099, -1.460, 0.871, -0.727, -0.485, -1.203, -0.807, -0.452, -0.865, -0.447, 0.234, -0.941, 0.970, -0.304, -0.868, 0.336, 0.418, 0.379, 0.386, 0.405, 0.236, 0.486, 0.374, 0.293, 0.227, 0.479, 0.334, 0.441, 0.286, 0.457, 0.386, 0.481, 0.421, 0.377, 0.300, 0.490, 0.432, 0.330, 0.160],
  "e_above_lowest_kj_mol": 138.95,
  "smiles": "COc1ccc(NC(=O)CCCN(C)S(=O)(=O)c2ccc(C)cc2)cc1",
  "e_tot_ev": -42098.1051,
  "largest_force_ev_per_a": 1.16,
  "homo_ev": -7.6560,
  "orbital_gap_ha": 0.3027,
  "e_lumo_ev": 0.582
}

***

[4]
{
  "formula": "C37H89N3O9",
  "method": "ωB97M-V with the def2-TZVPD basis set",
  "species": ["O", "O", "O", "O", "O", "O", "O", "O", "O", "N", "N", "N", "C", "C", "C", "C", "C", "C", "C", "C", "C", "C", "C", "C", "C", "C", "C", "C", "C", "C", "C", "C", "C", "C", "C", "C", "C", "C", "C", "C", "C", "C", "C", "C", "C", "C", "C", "C", "C", "H", "H", "H", "H", "H", "H", "H", "H", "H", "H", "H", "H", "H", "H", "H", "H", "H", "H", "H", "H", "H", "H", "H", "H", "H", "H", "H", "H", "H", "H", "H", "H", "H", "H", "H", "H", "H", "H", "H", "H", "H", "H", "H", "H", "H", "H", "H", "H", "H", "H", "H", "H", "H", "H", "H", "H", "H", "H", "H", "H", "H", "H", "H", "H", "H", "H", "H", "H", "H", "H", "H", "H", "H", "H", "H", "H", "H", "H", "H", "H", "H", "H", "H", "H", "H", "H", "H", "H", "H"],
  "xyz": [[12.960, -6.514, -21.216], [21.808, -9.120, -20.171], [17.434, -4.033, -22.496], [23.494, -3.197, -20.201], [24.299, -2.631, -28.299], [17.749, -13.155, -19.141], [29.005, -8.279, -22.617], [16.818, -13.181, -22.468], [18.981, -4.777, -16.816], [25.085, -3.063, -27.197], [14.295, -6.777, -21.584], [21.552, -8.141, -21.098], [26.456, -3.112, -24.545], [14.624, -8.845, -20.310], [23.656, -1.845, -25.507], [22.561, -6.272, -19.557], [20.998, -5.832, -15.969], [26.470, -0.977, -27.007], [24.251, -3.195, -26.034], [28.469, -7.155, -23.176], [15.083, -7.440, -20.480], [13.837, -5.919, -23.993], [24.921, -3.064, -19.968], [25.080, -3.823, -24.864], [23.204, -4.363, -26.360], [26.434, -2.537, -27.127], [21.500, -6.069, -23.072], [20.127, -6.828, -19.522], [27.357, -7.600, -24.111], [21.926, -9.823, -22.946], [14.876, -6.791, -19.103], [15.919, -7.005, -23.392], [13.843, -8.408, -23.460], [23.740, -8.108, -22.386], [25.707, -2.086, -20.800], [21.506, -7.502, -23.512], [27.230, -3.077, -25.962], [14.388, -7.070, -23.027], [16.646, -11.872, -23.086], [21.382, -6.814, -20.475], [16.573, -7.334, -20.877], [27.109, -2.823, -28.505], [21.060, -5.760, -21.612], [17.801, -10.674, -18.800], [16.922, -7.596, -22.388], [20.121, -4.619, -16.012], [22.199, -8.401, -22.412], [17.761, -12.071, -18.210], [17.911, -11.340, -23.662], [24.281, -8.665, -21.621], [21.328, -6.191, -16.944], [14.582, -9.534, -21.154], [22.495, -4.425, -25.534], [28.094, -6.576, -22.332], [27.022, -3.690, -23.814], [19.853, -5.868, -19.084], [28.101, -2.423, -25.924], [25.045, -2.915, -18.896], [25.244, -1.929, -21.774], [15.407, -5.841, -19.161], [19.765, -4.264, -15.045], [27.645, -4.060, -26.187], [25.648, -1.140, -20.262], [25.698, -0.502, -27.613], [13.624, -8.965, -19.894], [18.781, -11.401, -23.008], [26.788, -3.774, -28.930], [23.755, -5.299, -26.443], [17.018, -8.187, -20.366], [25.334, -4.069, -19.877], [27.466, -0.580, -27.200], [15.403, -9.215, -19.644], [23.955, -7.079, -22.097], [26.330, -0.584, -26.000], [27.690, -8.416, -24.752], [16.008, -7.660, -24.259], [25.310, -4.872, -25.049], [21.269, -4.738, -21.297], [29.284, -8.166, -21.706], [16.327, -11.169, -22.316], [20.822, -3.878, -16.395], [20.851, -5.597, -23.809], [17.197, -13.035, -21.598], [26.235, -2.090, -24.238], [13.951, -6.244, -25.027], [26.883, -2.025, -29.213], [22.760, -4.231, -27.347], [22.513, -10.542, -22.374], [20.885, -10.108, -22.796], [20.361, -6.621, -15.569], [15.343, -7.377, -18.311], [15.717, -11.853, -23.656], [14.309, -4.948, -23.841], [19.984, -5.700, -21.775], [18.458, -5.512, -16.488], [28.181, -2.740, -28.328], [17.932, -7.218, -22.548], [12.838, -8.520, -23.053], [16.813, -12.251, -17.704], [23.535, -6.419, -20.025], [17.289, -10.680, -19.762], [12.795, -5.624, -23.865], [22.191, -10.090, -23.969], [18.669, -13.408, -19.247], [17.014, -6.372, -20.613], [17.202, -4.898, -22.158], [24.095, -1.298, -24.673], [26.419, -7.820, -23.600], [20.468, -7.779, -23.699], [19.243, -7.226, -20.020], [17.885, -10.297, -23.980], [13.006, -5.564, -21.082], [22.647, -2.033, -25.141], [20.143, -7.437, -18.619], [13.751, -8.438, -24.545], [22.440, -5.258, -19.176], [27.106, -6.722, -24.705], [17.226, -4.078, -23.430], [21.273, -9.865, -20.453], [17.532, -9.853, -18.135], [23.587, -1.125, -26.322], [26.729, -2.419, -20.985], [13.828, -6.569, -18.905], [24.230, -8.370, -23.323], [22.003, -7.702, -24.461], [22.545, -6.971, -18.721], [18.644, -12.237, -17.593], [16.310, -6.048, -23.738], [22.980, -3.317, -19.399], [17.163, -8.637, -22.606], [24.522, -3.737, -23.932], [21.827, -5.572, -15.312], [22.496, -5.630, -23.130], [29.290, -6.633, -23.668], [18.171, -11.922, -24.547], [24.251, -1.690, -28.118], [18.775, -10.401, -19.204], [14.567, -9.188, -23.220]],
  "mulliken_charge": [-0.549, -0.394, -0.678, -0.482, -0.439, -0.479, -0.543, -0.550, -0.465, 0.181, 0.382, 1.206, -0.620, -1.566, -1.525, -1.382, -0.863, -1.633, 1.661, -0.256, 1.595, -1.816, -0.356, -0.971, -1.655, 1.575, -0.242, -2.402, 0.038, -2.562, -2.024, -1.633, -1.572, -1.948, -0.831, -1.244, -1.588, 1.465, 0.219, 1.386, -0.362, -1.787, -0.679, 0.214, 1.227, -0.401, 1.839, -0.735, -0.828, 0.504, 0.045, 0.136, 0.193, 0.283, 0.352, 0.603, 0.482, 0.499, 0.043, 0.467, 0.353, 0.429, 0.347, 0.354, 0.386, 0.080, 0.427, 0.439, -0.568, 0.260, 0.489, 0.428, 0.313, 0.314, 0.378, 0.424, 0.307, 0.606, 0.312, -0.275, 0.262, 0.721, 0.295, 0.333, 0.401, 0.342, 0.442, 0.509, 0.626, 0.361, 0.268, 0.366, 0.418, -0.109, 0.280, 0.426, -0.144, 0.333, 0.301, 0.175, -0.162, 0.398, 0.448, 0.291, 0.626, 0.221, 0.266, -0.385, 0.336, 0.547, 0.282, 0.350, 0.468, 0.413, 0.470, 0.112, -0.027, 0.385, 0.395, 0.322, 0.245, 0.314, 0.489, 0.394, 0.477, 0.566, 0.367, 0.363, 0.273, -0.595, 0.172, 0.406, -0.271, 0.238, 0.396, 0.363, -0.091, 0.196],
  "e_tot_ev": -62693.7494,
  "largest_force_ev_per_a": 3.36,
  "homo_ev": [-10.0376, -10.0376],
  "multiplicity": 2,
  "orbital_gap_ha": [0.2707, 0.1251],
  "e_lumo_ev": [-2.671, -6.632],
  "charge": 1,
  "s2": 0.754
}

***

> What is the formula in the third record?

C19H24N2O4S

***

Repeat the second record exactly.
{
  "formula": "C3H7ClN5O",
  "method": "ωB97M-V with the def2-TZVPD basis set",
  "species": ["Cl", "O", "N", "N", "N", "N", "N", "C", "C", "C", "H", "H", "H", "H", "H", "H", "H"],
  "xyz": [[-3.892, -0.613, 0.211], [1.810, -0.906, 1.327], [-1.863, 0.963, 0.372], [0.673, 0.123, -1.002], [0.626, -1.402, 0.782], [-0.938, 1.660, 0.772], [-0.561, 2.737, 0.221], [0.107, -0.765, -0.304], [-1.319, -1.145, -0.637], [-2.259, -0.181, 0.019], [-1.561, -2.164, -0.331], [-0.855, 3.038, -0.710], [1.628, 0.328, -0.726], [-1.453, -1.077, -1.722], [0.050, -1.888, 1.457], [0.118, 3.288, 0.736], [2.509, -1.569, 1.201]],
  "mulliken_charge": [-0.047, -0.437, 0.134, -0.623, -0.178, -0.062, -0.180, 0.383, -0.663, 0.504, 0.412, 0.263, 0.288, 0.297, 0.262, 0.286, 0.362],
  "e_above_lowest_kj_mol": 0.00,
  "smiles": "[H]/N=C(/C/C(Cl)=N\\N=[NH2+])NO",
  "e_tot_ev": -25234.0646,
  "largest_force_ev_per_a": 1.63,
  "homo_ev": -13.1854,
  "orbital_gap_ha": 0.3053,
  "e_lumo_ev": -4.877,
  "charge": 1
}

***

> What is the formula in the second record?

C3H7ClN5O